{
  "formula": "C92H198F5N9O6S2",
  "method": "ωB97M-V/def2-TZVPD",
  "multiplicity": 1,
  "homo_ev": -18.26,
  "homo_lumo_gap_ev": 7.8,
  "energy_ev": -159504.8037,
  "total_charge": 6,
  "mol_weight_da": 1685.78,
  "species": ["C", "C", "C", "C", "N", "C", "C", "C", "C", "C", "C", "C", "H", "H", "H", "H", "H", "H", "H", "H", "H", "H", "H", "H", "H", "H", "H", "H", "H", "H", "H", "H", "H", "H", "H", "H", "C", "C", "C", "C", "N", "C", "C", "C", "C", "C", "C", "C", "H", "H", "H", "H", "H", "H", "H", "H", "H", "H", "H", "H", "H", "H", "H", "H", "H", "H", "H", "H", "H", "H", "H", "H", "C", "C", "C", "C", "N", "C", "C", "C", "C", "C", "C", "C", "H", "H", "H", "H", "H", "H", "H", "H", "H", "H", "H", "H", "H", "H", "H", "H", "H", "H", "H", "H", "H", "H", "H", "H", "C", "C", "C", "C", "N", "C", "C", "C", "C", "C", "C", "C", "H", "H", "H", "H", "H", "H", "H", "H", "H", "H", "H", "H", "H", "H", "H", "H", "H", "H", "H", "H", "H", "H", "H", "H", "C", "C", "C", "C", "N", "C", "C", "C", "C", "C", "C", "C", "H", "H", "H", "H", "H", "H", "H", "H", "H", "H", "H", "H", "H", "H", "H", "H", "H", "H", "H", "H", "H", "H", "H", "H", "C", "C", "C", "C", "N", "C", "C", "C", "C", "C", "C", "C", "H", "H", "H", "H", "H", "H", "H", "H", "H", "H", "H", "H", "H", "H", "H", "H", "H", "H", "H", "H", "H", "H", "H", "H", "C", "C", "C", "C", "N", "C", "C", "C", "C", "C", "C", "C", "H", "H", "H", "H", "H", "H", "H", "H", "H", "H", "H", "H", "H", "H", "H", "H", "H", "H", "H", "H", "H", "H", "H", "H", "C", "C", "C", "C", "N", "C", "C", "C", "C", "C", "C", "C", "H", "H", "H", "H", "H", "H", "H", "H", "H", "H", "H", "H", "H", "H", "H", "H", "H", "H", "H", "H", "H", "H", "H", "H", "N", "S", "O", "O", "F", "S", "O", "O", "F", "C", "O", "O", "C", "F", "F", "F", "C", "C", "H", "H", "H", "H", "H", "H"],
  "xyz": [[3.88604, -7.18394, -5.33369], [3.69515, -5.67270, -5.04462], [4.03166, -5.30953, -3.55846], [4.38245, -3.81040, -3.28558], [4.96359, -3.40654, -1.90006], [4.05551, -3.86236, -0.74826], [4.73629, -5.10244, -0.28268], [6.17619, -4.78797, -0.28604], [6.36748, -4.06013, -1.59200], [5.24162, -1.84119, -1.96927], [3.94189, -0.99471, -2.09678], [4.22818, 0.52715, -1.96378], [3.52679, -7.80867, -4.51592], [4.93470, -7.48112, -5.32541], [3.47963, -7.59252, -6.25890], [2.69029, -5.27809, -5.19502], [4.28668, -5.14282, -5.79123], [4.85711, -5.98409, -3.33106], [3.23017, -5.61666, -2.88662], [3.51894, -3.14535, -3.27339], [5.06813, -3.47453, -4.06348], [4.25111, -3.08493, -0.00972], [3.04661, -3.93783, -1.15388], [4.29211, -5.34384, 0.68300], [4.46376, -5.95592, -0.90349], [6.30614, -4.11987, 0.56534], [6.83302, -5.65592, -0.22822], [7.16026, -3.34062, -1.38728], [6.52613, -4.80880, -2.36814], [5.75359, -1.67930, -2.91784], [5.81173, -1.60004, -1.07210], [3.17293, -1.23269, -1.36183], [3.59158, -1.14349, -3.11817], [4.79622, 0.87728, -2.82566], [4.87416, 0.72905, -1.10936], [3.32920, 1.14326, -1.98215], [6.66136, 7.16307, 3.40117], [5.53597, 8.00542, 4.01844], [4.17014, 7.79000, 3.38625], [3.62019, 6.28043, 3.69320], [2.59989, 5.65041, 2.72348], [1.51293, 6.71008, 2.37306], [0.22956, 5.96089, 2.26272], [0.47973, 4.43895, 2.42032], [1.76182, 4.48400, 3.26740], [3.22090, 5.11802, 1.41680], [4.13834, 3.99220, 1.45073], [4.84624, 3.99163, 0.11283], [6.36963, 6.11285, 3.39785], [7.56206, 7.24918, 4.00899], [6.76839, 7.44067, 2.35256], [5.80354, 9.04346, 3.82101], [5.49540, 7.95385, 5.10647], [4.31962, 7.92575, 2.31512], [3.43551, 8.47366, 3.81176], [3.03884, 6.35117, 4.61250], [4.34876, 5.47408, 3.77732], [1.77256, 7.28422, 1.48365], [1.39322, 7.47591, 3.13940], [-0.25697, 6.02621, 1.28952], [-0.50406, 6.28738, 2.99981], [0.56855, 3.90983, 1.47151], [-0.31512, 4.05179, 3.05783], [2.41065, 3.61664, 3.38918], [1.41633, 4.81293, 4.24746], [3.65673, 6.03453, 1.01910], [2.40633, 4.88664, 0.73047], [3.63185, 3.03271, 1.55530], [4.72197, 4.05902, 2.36888], [4.14186, 4.10723, -0.71092], [5.33315, 3.04448, -0.11941], [5.56297, 4.81233, 0.14194], [1.01142, -2.81896, -6.44992], [1.06300, -2.47704, -4.92124], [0.55378, -0.97596, -4.62028], [-0.91037, -0.77485, -4.97479], [-1.43275, 0.70774, -5.34710], [-2.97461, 0.71590, -5.33564], [-3.43174, 1.19480, -3.94054], [-2.49977, 2.37348, -3.79554], [-1.12629, 1.74408, -4.20401], [-0.82996, 1.07673, -6.69720], [-1.17815, 0.24250, -7.98254], [-0.63339, 0.74868, -9.28829], [0.10324, -3.33426, -6.76260], [1.91748, -3.36849, -6.70519], [1.14345, -1.96104, -7.10918], [2.12244, -2.45589, -4.66587], [0.57214, -3.25227, -4.33287], [1.15344, -0.25829, -5.18015], [0.67269, -0.70646, -3.57084], [-1.41172, -1.05870, -4.04949], [-1.26788, -1.57351, -5.62473], [-3.28775, 1.41952, -6.10698], [-3.32831, -0.27018, -5.63669], [-4.45437, 1.56963, -3.98315], [-3.27929, 0.43079, -3.17821], [-2.83712, 3.15960, -4.47105], [-2.51365, 2.67164, -2.74720], [-0.39134, 2.48257, -4.52428], [-0.80926, 1.19016, -3.32042], [0.24059, 0.94152, -6.54312], [-1.06135, 2.13948, -6.76880], [-2.26532, 0.16399, -7.98065], [-0.92916, -0.79883, -7.77828], [-1.30132, 0.26451, -10.00071], [0.42786, 0.56238, -9.45299], [-0.79863, 1.82217, -9.38007], [-8.39254, 5.35564, 4.03968], [-7.58989, 4.20447, 4.76889], [-6.32155, 3.68320, 4.08673], [-6.49991, 3.12472, 2.64409], [-5.34626, 2.19207, 2.13853], [-4.03590, 2.91146, 2.04072], [-3.25671, 2.22728, 0.88515], [-4.33201, 1.49775, 0.07423], [-5.61512, 1.86194, 0.66886], [-5.15484, 0.96343, 3.06706], [-6.42087, 0.09962, 3.29049], [-6.07167, -1.11835, 4.13408], [-7.93793, 5.61883, 3.08460], [-8.26363, 6.20652, 4.70862], [-9.40104, 5.08092, 3.73061], [-8.24082, 3.34442, 4.92604], [-7.41978, 4.47440, 5.81115], [-5.78455, 3.04576, 4.78915], [-5.62653, 4.52109, 4.03191], [-6.64946, 3.95298, 1.95147], [-7.45093, 2.59764, 2.56770], [-3.44956, 3.10701, 2.93853], [-4.33575, 3.89923, 1.69071], [-2.57137, 1.46392, 1.25354], [-2.78835, 2.98318, 0.25480], [-4.10671, 0.44350, -0.08669], [-4.14693, 1.92252, -0.91238], [-6.38234, 1.10236, 0.51883], [-5.89894, 2.80878, 0.20949], [-4.69552, 1.34854, 3.97746], [-4.30040, 0.39079, 2.70633], [-6.79470, -0.35261, 2.37188], [-7.20011, 0.67943, 3.78518], [-5.26746, -1.74316, 3.74554], [-6.93996, -1.76815, 4.24319], [-5.68953, -0.79525, 5.10242], [-2.81773, 5.59921, -6.98316], [-2.80545, 6.93736, -6.27851], [-1.36305, 7.31874, -5.85362], [-0.78762, 6.37935, -4.78589], [0.56275, 6.81872, -4.03989], [1.16021, 5.70444, -3.15519], [2.70330, 5.57539, -3.40453], [3.00188, 6.77424, -4.34903], [1.68608, 7.06229, -5.06953], [0.27791, 8.12125, -3.19656], [-0.84466, 8.05412, -2.17552], [-0.99325, 9.32613, -1.27446], [-2.39769, 4.70871, -6.51553], [-2.26302, 5.57050, -7.92101], [-3.87854, 5.36791, -7.07951], [-3.35926, 6.82081, -5.34696], [-3.28245, 7.67181, -6.92749], [-1.37962, 8.34159, -5.47730], [-0.77154, 7.21106, -6.76280], [-0.63973, 5.38340, -5.20339], [-1.51038, 6.22598, -3.98451], [0.84499, 5.98294, -2.14961], [0.72884, 4.72084, -3.34103], [3.27880, 5.55215, -2.47913], [2.84283, 4.61021, -3.89140], [3.10949, 7.60693, -3.65394], [3.91716, 6.54763, -4.89584], [1.42092, 8.06570, -5.40261], [1.57971, 6.38605, -5.91775], [0.16847, 8.86372, -3.98705], [1.22379, 8.32782, -2.69585], [-0.75918, 7.18282, -1.52619], [-1.77772, 7.94377, -2.72808], [-0.01502, 9.52050, -0.83472], [-1.70490, 9.21668, -0.45613], [-1.33202, 10.16557, -1.88167], [-2.27603, -1.80321, 4.90192], [-2.13318, -2.83537, 3.75683], [-1.35834, -4.19407, 4.02913], [-1.60567, -4.63588, 5.46048], [-0.80839, -5.81052, 5.98675], [0.73304, -5.75893, 5.82646], [1.33496, -7.17052, 5.75162], [0.19181, -7.95677, 5.22694], [-1.12180, -7.10914, 5.15699], [-1.16140, -6.05664, 7.51011], [-2.67731, -6.01464, 7.87608], [-2.90033, -6.54597, 9.35477], [-1.35676, -1.57342, 5.44065], [-3.01491, -2.29236, 5.53666], [-2.70157, -0.82103, 4.69611], [-1.84941, -2.36094, 2.81742], [-3.11812, -3.06626, 3.35101], [-0.30243, -4.11791, 3.76958], [-1.67208, -4.83678, 3.20659], [-2.65423, -4.78471, 5.71825], [-1.29028, -3.89532, 6.19547], [1.20691, -5.23027, 6.65354], [0.95186, -5.19231, 4.92138], [1.58997, -7.48179, 6.76462], [2.21695, -7.13996, 5.11188], [0.13680, -8.88602, 5.79401], [0.43076, -8.38754, 4.25461], [-2.07427, -7.48829, 5.52735], [-1.27288, -6.67042, 4.17069], [-0.67348, -5.34854, 8.17990], [-0.77257, -7.02893, 7.81269], [-3.25961, -6.63436, 7.19419], [-3.02764, -4.98456, 7.81042], [-2.53867, -5.96146, 10.20073], [-2.30871, -7.45061, 9.49513], [-3.92688, -6.86078, 9.54238], [4.95581, -4.31034, 3.09598], [3.48285, -4.45177, 3.70929], [3.15657, -3.28140, 4.62190], [3.34334, -1.85101, 3.94971], [2.72069, -0.68325, 4.77248], [2.80284, 0.66944, 4.03401], [1.73459, 0.73773, 2.95264], [0.77571, -0.41214, 3.34921], [1.18968, -0.76172, 4.77607], [3.31701, -0.69307, 6.19768], [4.81205, -0.62700, 6.29360], [5.33210, -0.46994, 7.73649], [5.75837, -4.47286, 3.81541], [5.08785, -3.38880, 2.52902], [5.18289, -5.14729, 2.43565], [3.37185, -5.39949, 4.23616], [2.73861, -4.54849, 2.91881], [3.77740, -3.41626, 5.50760], [2.10680, -3.36369, 4.90354], [2.99019, -1.86171, 2.91857], [4.38993, -1.54681, 3.96442], [2.72582, 1.45478, 4.78594], [3.81668, 0.52878, 3.65925], [1.16893, 1.66934, 2.96864], [2.04798, 0.54626, 1.92638], [-0.25693, -0.06413, 3.32429], [0.86849, -1.30747, 2.73450], [0.75740, -0.01674, 5.44407], [0.82775, -1.70096, 5.19431], [2.97470, -1.63456, 6.62725], [2.87390, 0.15749, 6.71565], [5.25617, 0.06609, 5.57912], [5.16194, -1.61168, 5.98360], [5.29141, -1.45617, 8.19888], [4.79224, 0.35292, 8.20504], [6.41864, -0.39388, 7.69467], [-5.70564, -9.52461, -1.15976], [-4.66228, -8.50384, -0.83453], [-4.88497, -7.00995, -1.22152], [-3.45241, -6.33705, -1.32114], [-3.45136, -4.78287, -1.31166], [-3.88479, -4.26717, 0.08968], [-4.38569, -2.88530, -0.07531], [-4.70271, -2.73683, -1.54596], [-4.52354, -4.13335, -2.19334], [-2.00513, -4.27164, -1.59395], [-1.47329, -4.61997, -3.08359], [-0.16327, -5.39616, -3.08412], [-6.59437, -9.12818, -0.66874], [-5.52984, -10.57341, -0.92058], [-5.88626, -9.44282, -2.23157], [-3.79043, -8.89799, -1.35667], [-4.40309, -8.68914, 0.20786], [-5.63136, -6.64502, -0.51595], [-5.33603, -7.04236, -2.21328], [-2.90714, -6.71663, -2.18525], [-2.85549, -6.51147, -0.42595], [-3.08598, -4.49815, 0.79441], [-4.78131, -4.85840, 0.27621], [-3.63133, -2.10431, 0.02013], [-5.26667, -2.71097, 0.54241], [-4.04012, -2.01592, -2.02489], [-5.70537, -2.34743, -1.72237], [-4.36135, -4.02288, -3.26553], [-5.44494, -4.70101, -2.06335], [-1.37307, -4.72934, -0.83295], [-2.04966, -3.18635, -1.50302], [-1.50536, -3.69729, -3.66302], [-2.28449, -5.20283, -3.51986], [0.27002, -5.50475, -4.07839], [-0.23997, -6.38242, -2.62639], [0.70335, -4.85895, -2.69879], [1.12448, 3.63086, -6.26750], [2.35129, 2.88008, -6.23550], [3.54838, 3.67058, -6.36199], [2.43983, 1.49085, -6.71532], [2.30785, 2.62892, -4.61329], [1.13257, 4.06835, -7.89983], [1.46456, 3.08034, -8.92327], [1.42917, 5.44053, -8.19215], [-0.45245, 4.06860, -7.96902], [-0.51197, -0.56550, -0.43366], [0.37098, 0.50346, -0.82550], [-1.58603, -0.68085, -1.37264], [0.37603, -1.87173, -0.17130], [-0.32097, -2.75168, 0.54879], [0.65403, -2.39003, -1.34041], [1.58624, -1.53933, 0.42597], [0.00795, 1.81754, -0.52971], [1.16778, 2.69922, -0.86199], [1.47985, 2.58273, -1.89985], [0.90819, 3.75574, -0.79508], [2.08622, 2.42878, -0.34101], [-0.33283, 2.00154, 0.48917], [-0.89847, 1.94332, -1.12190], [-0.83436, -0.28820, 0.56997]],
  "mulliken_charge": [-1.5197, -0.1409, -0.5437, -0.6697, 0.7638, 0.5214, -0.7164, -0.6497, -0.4931, -1.3393, 1.4572, -1.7995, 0.3432, 0.3868, 0.4152, -0.0821, 0.4531, 0.3230, 0.3460, 0.0485, 0.4053, 0.2288, -0.7072, 0.2734, 0.4810, 0.2089, 0.4830, 0.3739, 0.3240, 0.2895, 0.4643, -0.3812, 0.0414, 0.5239, 0.4809, 0.1195, -0.9923, -0.8115, -0.3593, -1.0722, 0.5225, -0.7290, -0.8339, 0.1733, -1.2174, -0.9270, 0.5046, -1.5400, 0.2009, 0.3826, 0.2966, 0.3960, 0.3842, 0.2894, 0.4320, 0.4061, 0.6223, 0.4287, 0.4117, 0.1994, 0.4566, -0.7957, 0.9453, 0.5731, 0.6170, 0.6788, 0.3299, -0.4281, 0.3956, 0.1221, 0.3793, 0.5094, -1.6540, 1.4075, 1.5938, -1.2936, 1.4856, -1.1971, 0.2876, -0.4864, 1.4606, 0.2709, -0.7414, -1.2827, 0.4537, 0.4487, 0.2091, -0.1122, -0.9782, -0.0252, -1.1800, -0.2404, 0.9181, 0.5703, 0.2968, 0.7733, -0.6367, 0.2538, 0.2745, -1.0901, -0.6087, -0.3696, 0.4235, 0.3928, 0.1377, 0.4525, 0.3374, 0.2069, -1.0520, -0.8969, -0.4806, -0.9907, 0.7590, -1.3287, 0.8868, 0.9429, -1.2771, -1.0032, -0.3387, -1.2416, 0.3323, 0.3084, 0.3191, 0.3284, 0.5338, 0.2472, 0.3873, 0.6904, 0.4260, 0.4994, 0.4151, -0.7911, 0.5393, -0.6083, -0.1026, 0.5532, 0.3721, 0.5505, 0.5895, 0.2701, 0.2690, 0.0114, 0.4647, 0.4364, -0.9756, -0.7117, -0.5196, -0.1816, 0.8792, 0.7870, 0.3064, -1.2022, -0.3914, -0.9152, -0.1724, -1.4671, 0.0236, 0.3379, 0.4721, 0.3249, 0.3843, 0.2867, 0.3751, -0.4304, 0.4989, -0.1538, -0.7727, 0.0921, -0.1191, 0.3781, 0.4603, 0.5893, 0.1107, 0.6596, 0.4836, 0.2293, 0.2111, 0.3592, 0.3796, 0.3959, -1.6061, 0.2654, 0.1577, -1.2270, 0.6454, 0.2375, -0.4412, -1.0185, -0.3905, -0.8510, -0.1712, -1.4010, 0.1830, 0.6153, 0.1092, -0.3395, 0.5950, -0.3246, 0.4030, 0.4830, 0.6581, 0.4647, -0.8940, 0.4496, 0.2232, 0.3192, 0.4444, 0.6212, 0.1704, 0.3702, 0.5759, 0.3482, 0.2458, 0.3768, 0.3825, 0.3668, -1.5204, -0.1304, 0.1699, -1.1670, 0.6241, -0.6551, 1.0592, 0.5228, -1.8021, -0.6566, -0.4817, -1.3371, 0.4017, 0.2164, 0.6441, 0.1477, 0.2549, 0.3408, -0.4782, 0.6225, 0.5641, 0.2668, 0.4997, -0.3027, -0.6656, 0.9030, -0.8144, 0.3162, 0.5638, 0.4074, 0.7700, 0.3853, 0.1477, 0.3478, 0.3572, 0.3980, -1.4103, -0.7571, -0.5561, -0.8392, 0.7998, -1.1307, 0.5573, -0.0624, -1.0354, 0.3064, -0.2515, -1.7486, 0.3261, 0.3881, 0.3376, 0.3864, 0.3552, 0.4673, 0.4179, 0.6621, 0.3096, 0.3442, 0.3896, -0.6544, 0.8063, -0.5524, 0.7745, 0.3776, 0.5115, 0.4757, -0.6803, -0.2553, 0.9651, 0.5772, 0.4308, -0.1303, 0.1647, 0.8127, -0.7151, -0.6151, -0.3220, 0.9786, -0.5340, -0.6305, -0.1988, 0.2581, 1.4030, -0.3818, -0.7296, 0.1629, 0.4938, -0.1771, 0.7852, 0.4393, -0.7357, 0.3486, -0.5028, -0.1091, -0.8513, -0.6686]
}